Record 1
Here is a structure of composition C19H40DyNP3Se in a non-equilibrium geometry from the Open Molecules 2025 dataset. Energies are from the ωB97M-V functional and the def2-TZVPD basis.

## Properties
Multiplicity: 6
Lowest unoccupied orbital energy (spin up / spin down): -12.08 / -11.91 eV
Highest occupied orbital energy (spin up / spin down): -15.6 / -15.6 eV
Total charge: +3
Expectation value of S²: 9.328

Cartesian coordinates (Å):
Dy: -0.89 0.12 0.05
P: -1.86 -2.28 0.98
P: 1.18 -0.28 2.07
P: 1.23 -1.08 -1.43
H: -1.96 1.72 -1.92
C: -2.07 0.63 -1.83
C: -2.95 0.09 -0.89
H: -3.41 0.73 -0.11
C: -3.27 -1.90 2.10
C: -0.89 -3.45 1.99
C: -2.65 -3.42 -0.23
C: 2.38 1.10 2.07
C: 0.49 -0.14 3.76
C: 2.31 -1.71 2.28
C: 0.97 -0.98 -3.23
C: 1.53 -2.88 -1.21
C: 2.93 -0.40 -1.31
H: -1.77 0.07 -2.72
H: -3.54 -0.81 -1.10
H: -4.05 -1.35 1.56
H: -2.92 -1.26 2.93
H: -3.69 -2.83 2.51
H: -0.50 -2.95 2.89
H: -0.03 -3.82 1.41
H: -1.51 -4.31 2.30
H: -3.27 -2.85 -0.93
H: -3.28 -4.16 0.29
H: -1.88 -3.94 -0.81
H: 3.03 1.01 2.95
H: 1.84 2.05 2.12
H: 2.99 1.09 1.16
H: 1.29 -0.32 4.49
H: -0.30 -0.89 3.91
H: 0.07 0.85 3.92
H: 2.88 -1.55 3.21
H: 3.00 -1.80 1.44
H: 1.74 -2.64 2.37
H: 1.83 -1.45 -3.73
H: 0.89 0.06 -3.55
H: 0.05 -1.51 -3.51
H: 2.17 -3.24 -2.03
H: 0.58 -3.43 -1.23
H: 2.03 -3.08 -0.25
H: 3.52 -0.76 -2.17
H: 3.42 -0.70 -0.38
H: 2.89 0.70 -1.36
C: 1.15 3.82 -2.05
C: -0.13 3.77 -2.65
C: -0.28 3.25 -3.93
C: 0.83 2.73 -4.62
C: 2.10 2.76 -4.02
C: 2.26 3.30 -2.75
Se: 1.32 4.60 -0.33
H: 2.51 3.81 0.03
H: -0.99 4.15 -2.10
H: -1.26 3.24 -4.40
H: 0.69 2.34 -5.63
H: 2.97 2.36 -4.55
H: 3.25 3.34 -2.29
C: -2.69 2.63 3.80
C: -2.16 2.00 2.63
N: -1.68 1.47 1.70
H: -1.90 2.72 4.57
H: -3.52 2.04 4.20
H: -3.06 3.64 3.56

***

Record 2
Here is a structure of composition C10H6Cl4O10PdS2 from the Open Molecules 2025 dataset. Energies are from the ωB97M-V functional and the def2-TZVPD basis.

## Properties
Energy relative to the best compared isomer or geometry (same formula, charge and spin): 83.2 kJ/mol
Lowest unoccupied orbital energy: 4.50 eV
Highest occupied orbital energy: -3.1 eV
Total charge: -2

Cartesian coordinates (Å):
Pd: -0.63 -0.59 0.13
O: 3.49 -0.93 -0.85
S: 2.23 -0.23 -0.85
O: 1.48 -0.25 -2.09
O: 1.41 -0.59 0.36
C: 2.69 1.51 -0.66
C: 4.01 1.81 -1.00
C: 4.47 3.11 -1.04
C: 3.60 4.15 -0.73
C: 2.29 3.87 -0.37
C: 1.83 2.55 -0.31
S: 0.16 2.37 0.36
O: -0.54 1.35 -0.48
O: -0.45 3.67 0.15
O: 0.38 1.99 1.73
H: 4.66 0.98 -1.25
H: 5.50 3.32 -1.31
H: 3.94 5.18 -0.76
H: 1.60 4.65 -0.11
Cl: -5.18 -1.27 -1.52
C: -4.74 -1.59 0.17
Cl: -5.48 -3.13 0.66
Cl: -5.37 -0.31 1.21
C: -3.18 -1.63 0.29
O: -2.65 -2.77 -0.39
O: -2.66 -0.48 -0.03
Cl: -0.82 -5.55 0.64
C: -1.99 -4.41 1.35
C: -1.85 -2.99 0.81
O: -2.78 -2.15 1.57
O: -0.64 -2.52 0.74
H: -1.81 -4.37 2.43
H: -2.98 -4.77 1.14

***

Record 3
Here is a cluster of 11 separate species, C6H36N2O10 in total in a non-equilibrium geometry from the Open Molecules 2025 dataset. Energies are from the ωB97M-V functional and the def2-TZVPD basis.

## Properties
Energy relative to the best compared isomer or geometry (same formula, charge and spin): 608.2 kJ/mol
Lowest unoccupied orbital energy: 0.07 eV
Highest occupied orbital energy: -8.9 eV
SMILES: CN(C)CCCCN.O.O.O.O.O.O.O.O.O.O
Total charge: 0

Cartesian coordinates (Å):
C: -1.10 0.20 2.05
N: -0.99 1.61 2.16
C: -1.79 2.26 3.12
C: -1.36 2.14 0.79
C: -0.70 1.40 -0.43
C: -1.33 1.88 -1.76
C: -1.38 0.84 -2.87
N: -2.54 -0.02 -2.65
H: -0.01 -0.06 2.19
H: -1.50 -0.30 1.08
H: -1.79 -0.28 2.75
H: -1.45 3.17 3.64
H: -2.92 2.50 2.74
H: -1.93 1.68 3.93
H: -1.01 3.34 0.74
H: -2.38 2.23 0.65
H: 0.40 1.47 -0.40
H: -0.85 0.37 -0.37
H: -0.84 2.86 -2.05
H: -2.46 2.17 -1.31
H: -1.40 1.41 -3.86
H: -0.43 0.28 -2.83
H: -2.89 -0.53 -3.51
H: -2.31 -0.81 -1.97
O: 1.88 -2.75 0.66
H: 2.03 -2.55 1.67
H: 1.60 -1.93 0.23
O: 1.62 1.93 2.32
H: 0.62 2.02 2.39
H: 1.88 2.79 2.68
O: 1.33 -3.98 -2.33
H: 1.39 -3.19 -2.84
H: 2.10 -4.30 -1.97
O: 1.96 -0.35 -0.56
H: 1.88 0.16 0.27
H: 2.87 -0.79 -0.27
O: 1.19 4.58 -1.97
H: 1.53 4.65 -1.10
H: 0.70 3.83 -2.34
O: -2.49 -3.76 0.26
H: -1.85 -3.69 0.96
H: -2.00 -3.60 -0.51
O: 4.34 0.77 1.47
H: 4.64 0.53 2.40
H: 5.18 1.06 1.01
O: 0.91 -3.17 3.61
H: 0.83 -2.87 4.46
H: 0.28 -3.07 2.93
O: -1.51 -2.81 -1.95
H: -1.53 -3.48 -2.67
H: -0.64 -2.97 -1.56
O: 1.29 -1.31 -3.23
H: 1.41 -1.03 -2.19
H: 1.52 -0.55 -3.68

***

Record 4
Here is a structure of composition C31H29AsF6N6O5PRbS3 in a non-equilibrium geometry from the Open Molecules 2025 dataset. Energies are from the ωB97M-V functional and the def2-TZVPD basis.

## Properties
Multiplicity: 2
Lowest unoccupied orbital energy (spin up / spin down): 0.99 / 0.33 eV
Highest occupied orbital energy (spin up / spin down): -5.5 / -6.2 eV
Total charge: -1
Expectation value of S²: 0.778

Cartesian coordinates (Å):
Rb: -0.84 -0.96 0.09
S: 0.74 1.57 2.31
C: 1.52 0.76 3.57
C: 1.77 1.54 4.71
N: 1.95 2.24 5.60
C: 1.95 -0.58 3.55
S: 1.92 -1.63 2.23
C: 2.50 -1.13 4.72
N: 2.95 -1.65 5.65
O: 2.87 0.34 -0.08
N: 2.43 0.07 -1.35
C: 3.13 0.61 -2.26
C: 2.85 0.47 -3.67
C: 3.89 0.68 -4.57
C: 3.69 0.52 -5.93
C: 2.44 0.15 -6.40
C: 1.40 -0.02 -5.52
C: 1.58 0.13 -4.15
P: 0.14 -0.05 -3.01
C: -1.08 0.78 -4.12
C: -1.04 2.17 -4.10
C: -1.92 2.91 -4.87
C: -2.85 2.26 -5.67
C: -2.89 0.88 -5.69
C: -2.01 0.14 -4.92
C: -0.21 -1.82 -3.30
C: 0.80 -2.72 -3.63
C: 0.53 -4.08 -3.73
C: -0.75 -4.55 -3.50
C: -1.76 -3.67 -3.17
C: -1.50 -2.31 -3.06
H: 2.34 -0.22 0.54
H: 4.02 1.19 -1.98
H: 4.86 0.96 -4.20
H: 4.51 0.70 -6.61
H: 2.29 0.02 -7.47
H: 0.42 -0.29 -5.90
H: -0.31 2.67 -3.48
H: -1.90 3.99 -4.84
H: -3.54 2.84 -6.27
H: -3.61 0.37 -6.32
H: -2.06 -0.94 -4.96
H: 1.81 -2.36 -3.81
H: 1.33 -4.76 -3.99
H: -0.95 -5.61 -3.57
H: -2.76 -4.03 -2.98
H: -2.29 -1.63 -2.78
C: -9.25 5.63 1.79
C: -7.88 5.36 1.22
S: -6.83 4.83 2.62
O: -6.58 5.98 3.45
O: -7.41 3.68 3.24
C: -5.24 4.34 1.85
C: -5.37 2.91 1.34
N: -4.22 2.55 0.55
C: -3.15 1.84 0.95
N: -2.25 1.73 -0.01
C: -2.74 2.38 -1.08
C: -3.98 2.92 -0.76
N: -4.81 3.69 -1.57
O: -5.85 4.14 -1.09
O: -4.45 3.89 -2.72
C: -3.03 1.23 2.29
H: -9.96 5.93 1.01
H: -9.19 6.42 2.54
H: -9.62 4.73 2.28
H: -7.41 6.25 0.82
H: -7.87 4.57 0.48
H: -4.47 4.44 2.61
H: -5.07 5.05 1.05
H: -6.27 2.82 0.73
H: -5.45 2.22 2.18
H: -2.21 2.45 -2.01
H: -3.40 1.90 3.07
H: -1.99 1.00 2.48
H: -3.61 0.30 2.32
F: -3.30 -1.01 -0.19
As: -3.54 -2.69 0.43
F: -5.09 -2.17 1.08
F: -2.74 -2.19 1.94
F: -3.76 -4.31 1.01
F: -1.92 -3.12 -0.19
F: -4.29 -3.09 -1.10

***

Record 5
Here is a structure of composition C22H34N2O6P2Sn in a non-equilibrium geometry from the Open Molecules 2025 dataset. Energies are from the ωB97M-V functional and the def2-TZVPD basis.

## Properties
Energy relative to the best compared isomer or geometry (same formula, charge and spin): 534.4 kJ/mol
Lowest unoccupied orbital energy (spin up / spin down): -1.07 / -1.08 eV
Highest occupied orbital energy (spin up / spin down): -6.0 / -4.4 eV
Total charge: 0

Cartesian coordinates (Å):
P: -0.51 -1.74 -2.58
P: -0.21 2.09 -3.03
C: -1.23 -0.50 -3.68
C: -0.28 0.63 -4.12
H: -2.16 -0.12 -3.24
H: -1.51 -1.08 -4.58
H: 0.76 0.28 -4.26
H: -0.63 1.03 -5.09
C: -1.86 2.75 -2.88
H: -1.97 3.30 -1.94
H: -2.61 1.95 -2.95
H: -2.00 3.44 -3.73
C: 0.67 3.25 -4.13
H: -0.03 3.60 -4.90
H: 1.53 2.77 -4.62
H: 1.05 4.13 -3.58
C: -1.80 -2.60 -1.71
H: -1.42 -3.16 -0.85
H: -2.29 -3.30 -2.40
H: -2.59 -1.90 -1.36
C: 0.21 -2.91 -3.79
H: 1.00 -2.43 -4.39
H: -0.57 -3.27 -4.47
H: 0.66 -3.75 -3.25
Sn: -2.93 -0.62 0.79
C: 2.22 1.95 -1.90
C: 0.83 1.95 -1.49
C: 0.22 0.77 -0.64
C: 1.01 -0.53 -0.65
C: 1.35 -1.23 -2.04
C: 2.35 -0.70 -2.88
C: 3.59 -0.20 -2.28
C: 3.33 1.13 -1.45
C: -2.11 -2.59 1.51
H: 2.56 2.78 -2.54
H: 0.55 2.90 -0.96
H: -0.84 0.60 -0.89
H: 0.15 1.10 0.41
H: 1.92 -0.35 -0.08
H: 0.45 -1.27 -0.03
H: 1.68 -2.24 -1.76
H: 2.37 -0.95 -3.94
H: 4.33 0.02 -3.06
H: 4.03 -0.94 -1.58
H: 3.26 0.88 -0.39
H: 4.25 1.74 -1.58
H: -2.19 -2.56 2.61
H: -1.07 -2.82 1.21
H: -2.74 -3.41 1.16
O: -2.98 -0.23 3.01
C: -1.72 0.09 3.14
O: -0.99 0.32 2.13
C: -1.14 0.07 4.53
C: 0.07 -0.59 4.79
C: 0.61 -0.59 6.09
C: -0.01 0.18 7.09
C: -1.23 0.82 6.83
C: -1.83 0.73 5.55
N: -1.83 1.73 7.79
O: -1.31 1.87 8.91
O: -2.86 2.35 7.42
N: 1.76 -1.42 6.36
O: 2.26 -2.06 5.40
O: 2.22 -1.46 7.53
H: 0.57 -1.13 4.00
H: 0.42 0.24 8.09
H: -2.79 1.20 5.31

***

Results for calculated total energy: -5112.2346; -3902.2196; -1111.9344; -6298.5325; -2316.1740 (in Ha, following the order of the records).